A structure of composition C4H6CeO3. Source: the OMol25 dataset; level of theory: ωB97M-V with the def2-TZVPD basis set.

Geometry as XYZ:
```
14
Properties=species:S:1:pos:R:3:mulliken_charge:R:1
H -1.05 -1.25 4.06 0.38
C -1.86 0.00 4.24 -0.45
H -2.59 0.81 4.20 0.34
H -1.26 0.13 5.16 0.34
C -1.49 -0.59 3.10 -0.31
O 0.96 1.55 -0.74 -0.68
C 0.88 0.59 -1.56 1.08
O 0.37 -0.51 -1.20 -0.70
Ce -0.08 0.41 1.11 2.02
O 1.36 0.77 -2.77 -0.25
C 1.21 -0.29 -3.72 -0.61
H 1.76 -1.18 -3.37 0.31
H 0.15 -0.53 -3.86 0.31
H 1.65 0.08 -4.65 0.22
```

Summary:
Multiplicity: 3
Highest occupied orbital energy (alpha / beta), eV: -18.1 / -18.1
Orbital gap (alpha / beta), eV: 7.7 / 6.5
⟨S²⟩: 2.006
Electronic energy, Ha: -856.04071
Molar mass, g/mol: 242.21
Total charge: +2
Energy above the lowest of the compared OMol25 structures with the same formula, charge and spin, kJ/mol: 58.2